(1)
Entry from the OMol25 dataset: a 13-piece molecular cluster, C12H39BBrN12O25P overall (ωB97M-V with the def2-TZVPD basis set).

Structure (XYZ):
```
91
Properties=species:S:1:pos:R:3:forces:R:3
O -0.8705 1.9396 0.9131 0.0 -0.4 0.1
P -0.5874 0.9819 2.0408 0.1 0.5 -0.9
B 0.2680 -0.5525 1.2328 0.6 0.2 0.8
Br 2.2025 -0.4761 1.1539 -0.9 -0.3 -0.2
H -1.7329 0.4890 2.7105 0.2 0.2 0.2
H 0.2785 1.5561 2.9985 -0.3 -0.4 0.2
H -0.3985 -1.4432 0.8500 0.3 -0.1 -0.4
C 0.0962 3.4044 -1.5501 0.0 -0.3 -0.1
N 1.2612 3.9216 -2.3174 -0.2 0.0 0.0
O 1.0653 4.3553 -3.4329 0.2 0.0 0.0
O 2.3490 3.8772 -1.7715 0.1 0.1 -0.1
H -0.7916 3.5074 -2.1530 0.1 0.0 -0.1
H 0.2926 2.3619 -1.3228 0.1 0.1 0.2
H 0.0176 3.9902 -0.6406 0.1 -0.1 0.1
C -0.3266 5.7366 2.8717 -0.1 0.3 0.0
N -1.4380 4.7806 3.1207 0.1 0.1 -0.1
O -2.5657 5.2284 3.2202 0.0 -0.1 0.0
O -1.1405 3.6123 3.2050 -0.1 0.0 0.2
H -0.7392 6.7376 2.8186 -0.1 0.0 0.0
H 0.3747 5.6449 3.6953 0.1 -0.1 -0.1
H 0.1404 5.4545 1.9331 0.1 -0.1 0.1
C 1.3868 -5.2475 1.7844 0.3 0.0 0.1
N 0.6791 -4.0031 2.1808 0.2 -0.3 -0.1
O 1.2276 -3.2604 2.9709 -0.2 0.1 0.0
O -0.4112 -3.8079 1.6813 -0.1 0.1 0.0
H 2.3358 -5.2874 2.3027 0.0 0.1 0.1
H 0.7602 -6.0883 2.0667 -0.1 0.2 0.0
H 1.5347 -5.2107 0.7076 -0.1 0.0 0.0
C -1.8125 -3.1734 -1.7622 0.5 0.2 -0.3
N -0.9996 -4.3666 -2.1181 -0.1 0.1 0.1
O -1.5882 -5.3660 -2.4735 0.1 0.0 0.0
O 0.2096 -4.2666 -2.0260 0.1 -0.1 0.0
H -2.8455 -3.4109 -1.8930 -0.1 -0.1 -0.1
H -1.5935 -2.9333 -0.7264 0.0 0.0 0.0
H -1.5145 -2.3644 -2.4261 0.2 0.0 0.1
C 1.1917 -9.2330 0.2060 0.2 -0.1 -0.1
N 1.0549 -8.5000 1.4928 0.0 -0.3 -0.2
O 2.0367 -8.4060 2.1931 -0.1 0.1 0.1
O -0.0442 -8.0408 1.7475 0.1 -0.1 0.0
H 2.2142 -9.5798 0.1148 0.0 0.1 0.1
H 0.4968 -10.0673 0.2306 -0.1 0.1 0.0
H 0.9432 -8.5397 -0.5928 -0.1 0.0 0.0
C 3.5883 2.9904 1.3133 0.1 0.0 -0.1
N 3.4017 3.7245 2.5923 0.2 -0.1 -0.1
O 4.3611 3.8511 3.3200 -0.1 0.0 0.1
O 2.2852 4.1510 2.8215 0.0 0.0 0.0
H 4.6220 2.6716 1.2442 0.0 0.0 0.1
H 2.9159 2.1364 1.3271 0.0 0.2 0.0
H 3.3354 3.6701 0.5034 -0.1 -0.1 0.0
C 2.8915 6.9578 -4.5825 0.1 -0.2 0.1
N 2.8173 8.3678 -4.1136 0.1 -0.1 0.0
O 3.5498 8.7007 -3.2051 0.0 0.1 0.0
O 2.0226 9.0921 -4.6762 0.0 0.0 0.0
H 3.6356 6.4349 -3.9934 0.0 0.1 0.1
H 1.9102 6.5144 -4.4455 0.0 0.0 -0.1
H 3.1694 6.9776 -5.6323 -0.1 0.0 0.0
C 2.4669 -5.4776 -4.7071 0.0 0.2 0.0
N 3.1105 -6.3069 -3.6526 0.0 0.1 0.0
O 3.5356 -5.7401 -2.6692 0.0 -0.1 0.0
O 3.1650 -7.5031 -3.8542 0.0 0.0 0.0
H 2.4888 -4.4409 -4.3924 0.0 0.0 0.1
H 3.0323 -5.6197 -5.6235 -0.1 -0.1 0.0
H 1.4449 -5.8275 -4.8182 0.0 -0.1 0.0
C -3.8872 6.4100 -2.3400 -0.2 0.1 0.0
N -3.0986 5.2059 -2.7156 -0.1 0.0 0.0
O -3.7047 4.2304 -3.1002 0.1 0.0 0.0
O -1.8902 5.2846 -2.6099 -0.2 0.2 -0.1
H -4.9388 6.1924 -2.4847 0.0 -0.1 0.0
H -3.6741 6.6274 -1.2975 0.1 0.0 0.0
H -3.5649 7.2241 -2.9825 0.1 0.0 0.1
C 6.0019 -4.6629 1.1045 0.2 0.1 0.1
N 4.9160 -5.5773 1.5478 0.1 0.0 0.0
O 4.8639 -5.8649 2.7255 -0.1 0.0 0.0
O 4.1517 -5.9721 0.6928 0.0 0.0 0.0
H 6.5999 -4.3939 1.9674 -0.1 0.0 0.0
H 6.5961 -5.1956 0.3680 -0.1 0.0 -0.1
H 5.5316 -3.7872 0.6667 0.0 -0.1 -0.1
C -5.2219 5.7794 4.7069 0.0 -0.1 -0.1
N -6.3363 6.7655 4.7138 0.0 -0.1 0.0
O -7.0838 6.7789 3.7574 0.0 0.0 0.0
O -6.4199 7.4925 5.6813 0.0 0.0 0.0
H -5.2709 5.2052 3.7903 0.0 0.1 0.0
H -4.2923 6.3354 4.7643 0.0 0.0 0.1
H -5.3484 5.1385 5.5745 0.0 0.1 0.1
C -6.3095 -4.3062 -0.0032 -0.2 0.0 0.0
N -5.1895 -3.7698 -0.8211 -0.1 -0.1 0.1
O -5.4451 -3.3597 -1.9329 0.1 0.0 0.0
O -4.0839 -3.7791 -0.3166 -0.6 -0.1 0.4
H -7.2238 -4.2332 -0.5804 0.1 0.0 -0.1
H -6.0759 -5.3410 0.2295 0.1 0.0 0.1
H -6.3689 -3.7066 0.9003 0.1 -0.1 0.0
```
Positions in Å, forces in eV/Å.

Total charge ... 0
Electronic energy ... -5957.77253 hartree

---

(2)
Entry from the OMol25 dataset: a 8-piece molecular cluster, C12H39ClO11 overall (ωB97M-V with the def2-TZVPD basis set).

Structure (XYZ):
```
63
Properties=species:S:1:pos:R:3:forces:R:3
O 2.7779 4.7654 -1.6787 -0.5 0.6 0.4
H 3.2873 3.9555 -1.6006 0.5 -1.0 0.2
H 2.0530 4.6789 -2.3021 -1.1 -0.6 -0.4
H 3.2799 5.5511 -1.9073 0.8 0.5 0.0
Cl 0.4149 1.4733 -0.1776 -2.1 -1.2 -1.8
O 0.7879 0.2648 -0.8773 0.3 -0.3 0.3
O -0.9985 1.3917 0.1801 1.2 0.4 0.3
O 1.2654 1.6437 0.9553 0.3 0.5 0.6
O 0.5587 2.5461 -1.1492 0.6 1.1 0.2
C 0.8326 -3.0003 4.3102 -0.7 0.2 -0.2
C 0.4228 -2.2393 3.0456 0.0 -0.3 0.3
C -1.0496 -1.9665 2.8825 -1.2 -0.1 0.9
O 1.0997 -1.0062 3.1407 0.8 0.5 0.2
H 0.4355 -2.4758 5.1793 0.2 0.1 0.1
H 1.9203 -3.0554 4.3537 -0.1 0.0 0.1
H 0.3918 -3.9968 4.3394 0.1 -0.1 -0.2
H 0.7871 -2.8106 2.1918 0.1 0.0 -0.3
H -1.7261 -2.8031 3.0572 0.3 -0.7 -0.7
H -1.3034 -1.4614 1.9506 0.1 -0.1 0.0
H -1.4424 -1.3682 3.7045 0.6 0.7 0.1
H 1.0136 -0.4709 2.3485 -0.2 -0.1 -0.3
C -1.7173 0.0784 -4.1666 -1.2 0.8 1.2
C -0.3202 -0.4025 -4.3098 -1.0 -0.9 -1.0
C -0.2418 -1.2320 -5.5610 1.3 -1.0 -0.3
O 0.5752 0.6557 -4.4193 0.8 0.8 0.1
H -2.4298 -0.6793 -3.8405 0.1 -0.4 -0.3
H -2.1108 0.5576 -5.0631 0.2 0.1 0.0
H -1.7569 0.7792 -3.3327 -0.1 0.4 0.0
H -0.0559 -1.0361 -3.4631 0.1 -0.1 0.2
H 0.7715 -1.6335 -5.5691 0.0 -0.5 -0.2
H -0.3206 -0.7422 -6.5316 -0.4 0.6 0.3
H -0.9632 -2.0488 -5.5418 0.1 0.0 0.1
H 0.6575 0.9980 -3.5262 0.2 0.3 0.2
C -3.0426 -1.9730 -1.1932 1.2 -0.3 0.1
C -1.9640 -3.0796 -1.4491 -0.3 1.2 0.4
C -0.7742 -3.0950 -0.5024 0.1 0.7 0.0
O -2.5873 -4.3090 -1.3549 -1.1 -1.6 -0.2
H -2.6337 -0.9887 -1.4214 0.1 0.0 -0.1
H -3.3373 -1.9231 -0.1449 -0.1 -0.3 0.0
H -3.9116 -2.1248 -1.8334 0.0 -0.2 0.1
H -1.6242 -2.9710 -2.4790 0.3 0.4 -0.2
H -0.0486 -3.8820 -0.7078 0.1 0.0 -0.7
H -1.0515 -3.3323 0.5247 -0.4 0.5 0.0
H -0.3023 -2.1163 -0.5890 0.4 0.0 0.4
H -2.0117 -4.9197 -1.8211 -0.2 -0.4 0.1
C -0.8802 5.0437 1.0084 -0.8 0.4 -0.2
O -2.0569 4.2503 0.7959 1.2 0.4 0.3
H -0.3417 5.2158 0.0765 0.0 0.0 -0.3
H -1.2427 6.0062 1.3694 0.1 0.0 0.0
H -0.1421 4.6632 1.7145 -0.3 -0.4 0.3
H -1.7267 3.3906 0.5248 -0.2 -0.6 -0.1
C -0.4019 2.0029 4.1823 0.5 0.4 0.1
O -0.1726 2.0830 5.5845 -0.1 0.1 0.2
H 0.4332 1.4794 3.7169 -0.5 -0.6 -0.2
H -1.3891 1.5607 4.0486 0.3 -0.2 -0.3
H -0.3829 2.9872 3.7143 -0.3 0.3 0.1
H 0.7684 2.2200 5.7160 0.0 0.0 0.1
C 4.1991 -0.3796 0.8872 0.0 0.4 -0.7
O 3.9095 0.4532 -0.2582 0.4 -0.1 0.6
H 3.7867 0.0651 1.7929 -0.1 -0.2 0.1
H 3.7918 -1.3718 0.6932 0.0 -0.1 0.3
H 5.2815 -0.4511 0.9936 0.0 0.0 -0.1
H 2.9597 0.5849 -0.2114 -0.3 0.0 -0.2
```
Positions in Å, forces in eV/Å.

Total charge ... 0
Electronic energy ... -1767.98290 hartree

---

(3)
Entry from the OMol25 dataset: C12H41BFN11NbO18 as an isolated structure (ωB97M-V with the def2-TZVPD basis set).

Structure (XYZ):
```
85
Properties=species:S:1:pos:R:3:forces:R:3
C 0.8610 3.2429 1.8844 -0.3 0.0 0.3
C 0.9736 2.7538 0.4613 -0.2 0.1 -0.3
O -0.2486 2.1850 -0.0122 0.2 0.3 0.4
B -0.1955 0.9224 -0.6083 -0.1 -0.6 0.1
O -0.1732 0.9712 -2.0110 0.3 -0.6 -0.4
Nb -0.0499 -1.0163 0.8053 1.4 -1.1 0.1
F -0.8701 -0.0510 2.1502 -0.9 0.9 1.8
C 0.8103 -2.2803 -0.7689 -0.3 0.0 -0.9
C 2.1441 -2.8812 -0.4121 1.1 0.2 0.2
N 2.4747 -4.1377 -1.0986 -0.1 -0.3 0.2
N 2.0901 -3.0463 1.0502 -0.5 -0.3 0.1
N 3.2654 -1.9502 -0.6904 -0.3 0.1 0.0
H 1.8371 3.5281 2.2814 0.0 0.0 -0.1
H 0.4518 2.4495 2.5156 0.1 0.0 -0.1
H 0.2037 4.1127 1.9725 0.0 -0.1 -0.1
H 1.7882 2.0273 0.3908 -0.1 0.0 0.0
H 1.1911 3.5829 -0.2198 0.3 0.1 0.1
H 0.6416 1.3820 -2.3350 -0.3 0.3 0.1
H 1.5652 -0.1960 1.2853 -0.4 0.6 -1.0
H -0.4751 -2.5536 1.8505 -0.8 -0.1 -0.4
H -1.6574 -1.1696 -0.1128 0.6 0.5 -0.1
H 0.0847 -3.0752 -0.9910 0.0 0.0 0.0
H 0.9122 -1.6671 -1.6735 0.0 -0.2 0.0
H 3.0787 -3.9998 -1.8966 -0.1 0.2 -0.1
H 1.6286 -4.5824 -1.4364 0.1 0.0 0.1
H 1.2252 -3.5204 1.3036 0.1 -0.1 0.0
H 2.8484 -3.6105 1.4230 0.1 0.1 -0.1
H 4.0587 -2.4208 -1.1026 0.0 -0.2 0.1
H 3.5636 -1.5437 0.1869 -0.1 0.2 -0.1
C -0.4229 -5.2619 -4.5560 -0.1 -0.2 0.0
N 0.3551 -5.9352 -3.4790 -0.1 0.1 0.2
O 1.3973 -6.4850 -3.7696 0.0 0.1 -0.1
O -0.1245 -5.9038 -2.3622 0.0 0.0 -0.1
H 0.1279 -5.3484 -5.4835 0.0 0.0 0.0
H -1.3768 -5.7807 -4.5824 0.0 0.0 -0.1
H -0.5821 -4.2260 -4.2843 0.1 0.0 0.1
C -2.8347 2.9948 -1.5310 0.0 -0.1 -0.1
N -3.9066 3.5365 -2.4116 -0.1 0.1 0.0
O -4.0572 3.0420 -3.5126 0.0 -0.1 0.0
O -4.5705 4.4612 -1.9828 0.1 -0.1 0.0
H -2.3264 2.1964 -2.0560 0.0 0.0 0.0
H -2.1562 3.8100 -1.3047 0.0 0.0 0.0
H -3.3051 2.6493 -0.6150 0.0 0.0 0.0
C 0.3777 -3.0932 5.3390 0.1 0.0 -0.1
N 0.9787 -3.9953 4.3166 0.0 0.3 -0.1
O 0.2247 -4.6513 3.6352 0.0 -0.3 0.0
O 2.1891 -3.9755 4.2120 -0.1 -0.1 0.1
H -0.6976 -3.2091 5.2918 0.0 0.0 0.0
H 0.7978 -3.3724 6.3005 0.0 0.0 0.0
H 0.6928 -2.0875 5.0769 -0.1 0.0 0.0
C -2.8554 -5.3993 2.5100 0.0 0.0 0.0
N -4.1355 -5.2415 3.2554 -0.1 -0.1 0.0
O -4.2809 -4.2704 3.9673 0.1 0.0 0.0
O -4.9640 -6.1225 3.1137 0.0 0.0 0.0
H -2.2090 -4.5572 2.7113 0.0 0.1 0.0
H -2.4232 -6.3328 2.8582 0.1 0.0 0.0
H -3.1044 -5.4793 1.4568 0.0 0.0 0.0
C 4.2941 7.4038 2.1363 -0.1 -0.1 0.0
N 3.2255 6.3788 1.9466 0.1 0.0 -0.1
O 2.3847 6.2672 2.8089 0.0 0.0 0.0
O 3.2884 5.7236 0.9243 -0.1 0.1 0.0
H 4.1127 7.9016 3.0802 0.0 0.0 0.0
H 5.2426 6.8764 2.1134 0.0 0.0 0.1
H 4.2389 8.0781 1.2875 0.0 0.0 0.0
C -1.1361 -0.0933 -5.3265 0.0 -0.1 0.1
N -0.8441 -1.5093 -5.6700 -0.1 -0.3 0.0
O -0.0348 -2.1100 -4.9933 0.0 0.2 -0.1
O -1.4519 -1.9988 -6.6050 0.0 0.1 0.0
H -0.5378 0.1587 -4.4631 0.1 0.1 0.1
H -0.9137 0.4961 -6.2105 0.0 0.1 0.0
H -2.1966 -0.0352 -5.0997 0.0 0.0 0.0
C -2.8091 1.5884 4.0110 0.0 0.0 0.0
N -3.9492 2.5118 3.7567 -0.1 0.1 0.0
O -4.0568 3.0223 2.6629 0.1 -0.1 0.0
O -4.7127 2.7044 4.6863 0.0 0.0 0.0
H -2.1951 1.4902 3.1261 0.0 0.0 -0.1
H -2.2656 2.0185 4.8472 0.1 -0.1 0.0
H -3.2385 0.6346 4.3026 0.0 0.0 0.0
C 1.5688 5.7696 -2.4033 0.0 -0.1 0.0
N 2.1242 4.8024 -3.3935 0.1 0.1 -0.1
O 1.7091 3.6648 -3.3811 0.0 0.0 0.0
O 2.9600 5.2348 -4.1634 0.0 0.0 0.0
H 0.8475 5.2423 -1.7907 0.0 0.0 0.0
H 2.4031 6.1414 -1.8163 0.0 0.0 0.0
H 1.1220 6.5785 -2.9728 0.0 0.0 0.0
```
Positions in Å, forces in eV/Å.

Total charge ... -1
Electronic energy ... -2619.38823 hartree